24
Properties=species:S:1:pos:R:3:forces:R:3 method="wB97M-V/def2-TZVPD" de_lowest_kcal_mol=167.5
C -0.043 0.385 -2.551 -0.49 -0.15 1.03
C -0.352 1.644 -1.728 -0.05 -0.65 -0.15
C 1.081 -0.497 -1.942 -0.09 0.52 -0.38
N 0.697 -1.266 -0.805 -1.08 0.73 -0.94
C 1.027 -0.731 0.435 1.32 -0.27 1.75
C -0.332 -0.546 1.043 -0.29 -1.17 0.78
N -0.486 0.313 2.073 0.22 0.20 -0.10
C -1.788 0.228 2.660 0.14 -0.14 0.48
H -0.926 -0.256 -2.602 -0.05 0.11 -0.33
H 0.245 0.747 -3.531 0.09 -0.38 -0.37
H 0.495 2.315 -1.823 -0.06 0.38 0.10
H -0.542 1.455 -0.675 0.15 -0.10 0.09
H -1.267 2.082 -2.116 0.07 0.39 -0.13
H 1.439 -1.128 -2.748 -0.01 -0.51 -0.11
H 1.866 0.191 -1.702 0.90 0.49 0.25
H 2.851 0.343 4.042 -0.48 0.12 -0.02
H 1.595 -1.447 1.055 -0.12 -0.10 -0.03
H 1.620 0.179 0.574 -0.15 0.43 -0.88
H -1.033 -0.396 0.131 -0.18 -0.07 -0.23
H -0.713 -1.553 1.285 0.10 -0.24 -0.17
H 2.117 0.515 3.984 0.48 -0.12 0.00
H -1.626 -0.148 3.681 0.20 -0.01 0.04
H -2.264 1.183 2.843 -0.25 0.28 -0.38
H -2.432 -0.527 2.206 -0.35 0.26 -0.31

***

16
Properties=species:S:1:pos:R:3:forces:R:3 method="wB97M-V/def2-TZVPD" de_lowest_kcal_mol=5.4
C 2.212 0.101 -0.052 0.05 0.03 -0.04
C 0.717 0.103 -0.074 -0.08 0.17 -0.05
C -0.077 1.148 -0.311 0.16 0.00 0.06
C -1.525 0.873 -0.053 -0.05 0.05 0.04
C -1.551 -0.695 0.028 -0.08 0.13 0.08
C -0.087 -1.133 0.274 -0.02 0.08 0.04
H 2.616 -0.679 -0.710 -0.04 0.10 0.08
H 2.607 1.067 -0.380 -0.01 -0.14 0.06
H 2.593 -0.104 0.957 -0.08 0.01 -0.15
H 0.232 2.183 -0.423 0.34 -0.15 -0.30
H -1.714 1.541 0.819 -0.48 -1.14 0.17
H -2.244 1.238 -0.794 0.33 -0.05 -0.20
H -2.249 -1.113 0.758 0.11 0.18 0.00
H -1.860 -1.099 -0.949 0.00 0.36 0.23
H 0.221 -2.000 -0.331 -0.19 0.21 0.09
H 0.080 -1.431 1.320 0.05 0.16 -0.11

***

102
Properties=species:S:1:pos:R:3:forces:R:3 method="wB97M-V/def2-TZVPD" multiplicity=3 de_lowest_kcal_mol=77.1 s2=2.05 total_charge=-2
Ti -18.747 -13.241 0.625 0.05 -1.06 0.67
C -22.111 -11.131 -1.351 1.70 -2.47 1.27
C -21.295 -12.160 -0.799 -3.49 1.89 0.63
N -19.996 -12.123 -0.788 1.66 -0.44 1.27
C -19.320 -11.031 -1.218 -1.44 2.19 -2.03
C -20.216 -10.018 -1.996 4.15 -1.03 1.35
N -21.466 -10.156 -2.030 -2.69 1.16 -0.32
C -17.927 -10.971 -0.950 0.28 0.16 -1.56
C -17.009 -10.042 -1.567 -0.35 0.74 0.04
C -15.687 -10.147 -1.265 1.89 -0.50 1.02
C -15.196 -11.193 -0.393 1.24 2.72 -1.07
C -16.048 -12.101 0.080 -1.31 -2.40 -1.17
N -17.401 -12.043 -0.294 1.13 0.72 1.17
C -15.619 -13.388 0.618 -1.41 1.03 0.18
C -14.383 -13.989 0.770 0.65 -1.29 0.49
N -14.135 -15.185 1.334 0.35 0.32 -0.80
C -15.222 -15.904 1.699 -1.59 0.56 -0.34
C -16.485 -15.317 1.523 -0.29 -2.28 3.62
N -16.723 -14.061 1.064 -1.42 -2.07 0.96
C -14.654 -9.160 -1.744 -1.93 -1.46 -0.19
C -13.765 -8.624 -0.829 0.37 0.28 0.26
C -12.875 -7.701 -1.326 2.93 0.82 1.14
N -12.735 -7.246 -2.592 -0.17 -0.38 1.99
C -13.642 -7.790 -3.334 -2.02 -0.18 -3.86
C -14.590 -8.753 -3.083 -1.00 -0.23 1.85
H -23.171 -11.128 -1.046 0.56 0.35 -0.90
H -21.817 -12.827 -0.097 0.49 -0.37 -0.78
H -19.771 -9.102 -2.462 -0.23 -0.99 0.30
H -17.287 -9.170 -2.189 -0.34 -0.79 0.45
H -14.153 -11.301 -0.095 -0.15 0.34 -0.39
H -13.474 -13.620 0.370 0.56 1.21 -0.32
H -15.141 -16.950 2.112 0.08 1.43 -0.42
H -17.199 -15.922 2.281 0.49 1.69 -2.58
H -13.749 -8.884 0.253 -0.15 0.14 -1.11
H -12.053 -7.341 -0.658 -0.96 -0.12 -0.33
H -13.827 -7.469 -4.351 1.07 0.76 -0.48
H -15.393 -9.018 -3.820 1.21 0.08 0.75
B -20.514 -15.686 -1.173 -0.42 -0.37 -0.11
N -20.398 -15.980 0.346 -0.78 -0.51 0.93
C -21.166 -16.842 1.059 1.01 0.60 -0.31
C -21.071 -16.542 2.405 0.17 -0.84 -0.60
C -20.191 -15.489 2.439 -0.61 -0.67 -2.36
N -19.797 -15.129 1.211 -0.51 0.20 -0.46
N -19.103 -15.489 -1.728 -0.26 0.48 0.88
C -18.410 -16.320 -2.493 0.86 -0.01 -0.65
C -17.139 -15.757 -2.709 -0.36 0.48 0.26
C -17.197 -14.563 -1.935 1.81 -0.13 -1.08
N -18.360 -14.422 -1.333 -0.40 -0.69 -0.41
H -21.234 -14.695 -1.325 0.43 -0.53 -0.11
H -20.938 -16.721 -1.658 -0.17 0.27 -0.08
H -21.614 -17.705 0.627 -0.40 -0.13 -0.55
H -21.434 -17.202 3.163 -0.15 0.23 0.51
H -19.823 -14.941 3.186 1.27 1.86 3.12
H -18.897 -17.248 -2.796 0.38 0.41 -0.10
H -16.298 -16.061 -3.352 -0.75 -0.01 0.59
H -16.368 -13.823 -1.848 -1.03 -0.71 0.11
F -20.341 -19.030 9.779 -0.45 -0.10 -0.29
C -19.089 -19.432 9.534 1.60 -0.36 0.96
C -18.489 -19.322 8.339 -3.30 0.70 -0.50
N -17.188 -19.529 8.097 1.37 -0.78 0.15
C -16.714 -19.679 6.686 -1.36 0.91 -0.16
C -17.905 -20.181 5.703 -0.04 -0.37 0.37
O -17.825 -19.822 4.523 0.62 0.49 -0.01
O -18.777 -20.910 6.224 0.44 0.20 0.35
C -16.341 -19.922 9.167 -2.73 0.21 0.06
O -15.166 -20.050 9.068 2.11 -0.27 -0.33
N -17.003 -20.183 10.393 0.63 0.55 -1.38
C -18.334 -19.911 10.680 0.14 0.38 -0.58
O -18.716 -20.057 11.814 -0.77 -0.13 1.17
H -19.239 -19.053 7.541 1.61 -0.20 0.52
H -15.946 -20.400 6.720 0.84 -1.05 -0.08
H -16.247 -18.759 6.301 -0.43 -0.15 0.29
H -16.396 -20.333 11.197 -0.26 -0.05 -0.42
C -16.278 -15.189 5.434 -1.15 1.00 1.12
C -16.452 -14.170 6.452 1.62 -0.48 -2.42
C -17.445 -14.317 7.406 0.75 -0.73 -0.76
N -18.245 -15.364 7.431 -0.60 -1.26 -0.15
C -18.088 -16.314 6.497 -1.53 -0.01 0.08
C -17.187 -16.275 5.477 2.20 2.21 0.21
H -15.557 -15.038 4.595 -0.60 -0.28 0.90
H -15.778 -13.280 6.321 -0.94 -0.86 0.68
H -17.598 -13.648 8.208 -0.01 1.03 0.58
H -18.826 -17.131 6.404 0.29 0.47 0.72
H -17.148 -17.034 4.761 -0.06 -1.19 -1.01
C -21.510 -11.125 2.318 -1.28 -0.20 0.93
C -20.528 -11.057 3.432 1.54 0.00 0.81
C -20.674 -10.371 4.661 -1.34 -0.12 -0.84
C -19.687 -10.271 5.601 0.91 -0.81 -0.47
C -18.454 -10.877 5.426 0.17 -0.06 -1.29
C -18.238 -11.489 4.178 1.11 -0.33 -0.55
C -16.859 -12.020 3.800 -0.83 -1.45 1.72
C -19.253 -11.658 3.179 -1.06 1.88 2.78
N -19.070 -12.322 2.051 0.83 -1.41 -1.87
H -22.465 -10.819 2.732 -0.48 0.18 0.01
H -21.291 -10.396 1.540 0.25 -0.39 -0.40
H -21.679 -12.164 1.961 0.49 0.76 -0.08
H -21.598 -9.889 5.021 0.07 -0.26 -0.99
H -19.878 -9.653 6.415 -0.27 0.72 1.64
H -17.658 -10.810 6.187 -0.40 -0.03 -0.62
H -16.473 -11.759 2.843 -0.21 0.16 -1.00
H -16.933 -13.139 3.907 0.39 0.94 -0.52
H -16.113 -11.694 4.515 0.12 0.11 0.36

***

13
Properties=species:S:1:pos:R:3:forces:R:3 method="wB97M-V/def2-TZVPD" de_lowest_kcal_mol=104.9
C -2.267 -0.299 -1.369 3.56 -2.85 -0.62
C -1.621 -0.453 -0.242 0.71 -0.01 0.43
C 1.199 0.019 1.819 1.15 -1.37 -1.38
O 1.299 0.712 -1.195 1.78 -1.30 -1.25
Si 0.394 0.258 0.107 0.46 -2.04 -0.25
H -1.940 -0.688 -2.349 -0.57 0.23 0.59
H -2.917 0.464 -1.250 -2.68 2.28 0.05
H -0.244 1.498 0.056 -0.94 1.60 0.61
H 1.186 0.967 2.303 -0.42 0.54 0.75
H 0.601 -0.775 2.239 -0.46 0.12 0.86
H 2.259 -0.375 1.921 -1.13 0.49 -0.73
H 1.931 0.091 -1.649 -1.06 0.91 0.88
H 0.118 -1.418 -0.390 -0.40 1.41 0.08

***

13
Properties=species:S:1:pos:R:3:forces:R:3 method="wB97M-V/def2-TZVPD" de_lowest_kcal_mol=2.0
C -1.415 1.055 1.213 0.88 0.94 -0.84
C -0.547 0.429 0.397 0.15 1.35 -0.06
C -0.190 -0.950 0.564 0.50 -1.28 -0.34
C 0.749 -1.532 -0.225 -1.38 1.12 0.10
C 1.275 -0.692 -1.281 0.83 0.22 0.00
N 1.065 0.557 -1.504 0.51 -0.57 -0.54
C 0.206 1.252 -0.678 -1.07 -0.95 1.16
O 0.048 2.433 -0.781 -0.11 0.76 -0.02
H -1.866 0.569 2.041 -0.46 -0.56 0.53
H -1.589 2.140 1.113 0.06 -0.71 -0.14
H -0.717 -1.530 1.307 -0.05 -0.03 0.19
H 0.972 -2.584 -0.231 0.17 -0.10 0.27
H 2.010 -1.147 -1.934 -0.02 -0.19 -0.30

***

12
Properties=species:S:1:pos:R:3:forces:R:3 method="wB97M-V/def2-TZVPD" de_lowest_kcal_mol=72.1
C -3.285 -0.365 -0.068 7.99 1.58 1.67
C -2.054 -0.137 0.179 -4.27 -1.45 -2.41
C -0.547 -0.153 0.002 -3.01 -1.27 1.75
C 0.184 1.006 0.003 1.34 -0.20 -0.04
C 1.565 0.770 0.032 -0.34 2.78 -0.84
C 2.042 -0.490 0.008 2.99 -2.61 0.11
N 1.257 -1.568 -0.034 -0.45 -0.34 0.72
N -0.039 -1.433 0.065 0.00 1.59 -0.95
H -4.302 -0.465 -0.169 -1.72 -0.18 -0.10
H -0.212 2.031 0.012 -0.04 -0.77 -0.09
H 2.216 1.644 -0.102 -0.02 -0.54 0.54
H 3.177 -0.841 0.072 -2.48 1.41 -0.36